Computed, not measured: a molecular structure, C2HNO at a distorted geometry, with ωB97M-V/def2-TZVPD.

Properties
ΔE to the lowest compared entry with this formula, charge and spin = 3.809 eV
HOMO level = -0.3740 Ha
Orbital gap = 8.99 eV

Geometry as ORCA input:
```
! RIJCOSX wB97M-V def2-TZVPD def2/J DEFGRID3
* xyz 0 1
O 0.160 1.334 0.453
C -0.046 0.065 0.469
C -0.022 -0.696 -0.773
N -0.040 -1.459 -1.647
H -0.047 0.780 1.486
*
```

Charges obtained by Mulliken population analysis, quoted in units of e:
1. O -0.303
2. C -0.240
3. C 0.113
4. N -0.276
5. H 0.706